1.
11
Properties=species:S:1:pos:R:3 method="wB97M-V/def2-TZVPD" homo_ev=-10.59 fmax_ev_per_a=0.529 mol_weight_g_mol=87.1 total_charge=0 de_lowest_kcal_mol=15.8 lumo_ev=0.872 gap_ha=0.421 smiles="[H]/N=C/OC(C)=O" e_tot_ev=-8777.0083
H 0.3165 -0.3604 -2.2580
C -0.1984 0.6120 -0.3959
C 0.2414 -0.6449 1.5339
O 0.2553 -0.5500 0.1625
C -0.2037 0.5272 -1.8966
H -1.2448 0.5054 -2.2343
H -0.2015 0.2249 2.0175
N 0.7142 -1.6853 2.0556
H 0.6300 -1.6235 3.0687
H 0.2536 1.4323 -2.3012
O -0.5626 1.5621 0.2476

2.
11
Properties=species:S:1:pos:R:3 method="wB97M-V/def2-TZVPD" homo_ev=-9.57 fmax_ev_per_a=3.215 mol_weight_g_mol=87.1 total_charge=0 de_lowest_kcal_mol=118.4 lumo_ev=-0.032 gap_ha=0.350 e_tot_ev=-8772.5621
C -0.0232 0.1665 0.1460
H 1.7598 -1.0456 -0.9732
H -0.7041 -1.7081 0.7936
C 1.1489 -0.1722 -0.7173
H -1.4424 -0.3855 1.7130
O 1.3038 0.2067 0.6369
C -1.1052 -0.6943 0.7200
N -0.2534 1.3806 -0.5812
H -1.9712 -0.7127 0.0504
O 1.0006 0.8220 -1.6445
H 0.2863 2.1424 -0.1438

3.
11
Properties=species:S:1:pos:R:3 method="wB97M-V/def2-TZVPD" homo_ev=-9.34 fmax_ev_per_a=1.173 mol_weight_g_mol=87.1 total_charge=0 de_lowest_kcal_mol=133.5 lumo_ev=0.793 gap_ha=0.372 e_tot_ev=-8771.9050
H -4.2668 0.5011 0.0982
O 3.1140 -0.0330 0.4543
C -2.2288 -0.1727 -0.5619
O 0.4933 0.5407 0.8406
H -1.2166 -0.4752 -0.8475
H 2.6826 0.4865 1.1490
H -0.4741 0.6524 0.8647
H 2.3968 -1.0347 -1.1311
C -3.3135 0.1989 -0.2216
C 0.7804 -0.1978 -0.2618
N 2.0328 -0.4662 -0.3829

4.
12
Properties=species:S:1:pos:R:3 method="wB97M-V/def2-TZVPD" homo_ev=-9.66 fmax_ev_per_a=5.567 mol_weight_g_mol=119.1 total_charge=0 de_lowest_kcal_mol=98.1 lumo_ev=0.177 gap_ha=0.361 e_tot_ev=-19608.2558
H 1.0204 -0.1073 0.8706
H 0.2281 -2.6325 1.3095
N -0.0794 -1.4918 -1.0502
C 0.1736 1.9772 0.6320
C -0.3241 -0.0284 -0.9313
O -1.1210 0.4161 -1.7444
C 0.2247 0.4798 0.3219
H 0.9161 2.2768 1.4448
H -0.0789 2.6066 -0.2240
H -1.1076 -2.0264 -1.6866
S 0.9658 -2.4671 -0.1204
O -0.8176 0.9970 1.1781

5.
13
Properties=species:S:1:pos:R:3 method="wB97M-V/def2-TZVPD" homo_ev=-9.04 fmax_ev_per_a=0.872 mol_weight_g_mol=151.2 total_charge=0 de_lowest_kcal_mol=67.1 lumo_ev=-0.728 gap_ha=0.305 smiles="COC(=S)C(=S)NO" e_tot_ev=-30445.1984
C 1.1918 2.1138 0.7775
H 0.8243 2.7441 -0.0049
O -2.4746 -1.1468 0.6814
H 0.4187 1.9121 1.5178
H -0.6669 -1.8559 0.9466
H 2.0621 2.5880 1.2638
H -2.7737 -0.4354 0.0590
N -1.1296 -0.9996 0.6657
C 0.9747 -0.1712 -0.0419
C -0.5326 -0.0306 -0.0252
S 1.6689 -1.5972 -0.4029
S -1.3913 1.1327 -0.8407
O 1.6993 0.8974 0.2178

6.
13
Properties=species:S:1:pos:R:3 method="wB97M-V/def2-TZVPD" homo_ev=-8.70 fmax_ev_per_a=1.287 mol_weight_g_mol=151.2 total_charge=0 de_lowest_kcal_mol=47.0 lumo_ev=0.537 gap_ha=0.340 e_tot_ev=-30446.0696
C -0.3345 0.2169 -0.1504
O -1.2355 1.1966 0.0061
C 2.1166 -0.8550 0.2358
C -0.8427 2.5575 0.2059
O 3.2859 -1.0471 0.1427
N -0.6153 -1.0134 -0.1673
H -1.8020 3.1266 0.2630
H -0.1919 2.9536 -0.5768
H -2.7933 -0.2609 0.1913
S -2.2492 -1.4654 0.0264
S 1.3732 0.6819 -0.2361
H -0.3127 2.6856 1.1785
H 1.3822 -1.5864 0.5317

7.
12
Properties=species:S:1:pos:R:3 method="wB97M-V/def2-TZVPD" homo_ev=2.00 fmax_ev_per_a=3.485 mol_weight_g_mol=103.1 total_charge=-2 de_lowest_kcal_mol=13.3 lumo_ev=7.321 gap_ha=0.195 smiles="C[C@@H](N[O-])C(=O)[O-]" e_tot_ev=-10819.9167
C -0.5843 -1.2078 0.1924
H -0.5240 -1.3112 1.2841
H -0.1589 -2.0476 -0.4488
H -0.2880 0.3498 -1.3147
H -1.6213 -1.1493 -0.0327
C 0.0357 0.1314 -0.2205
O -2.0257 1.4109 -0.0520
O 2.1255 -0.7472 0.8445
N -0.7883 1.4984 0.5418
O 2.4119 0.7661 -0.7543
H -0.2902 2.2662 -0.0142
C 1.7075 0.0403 -0.0255

8.
12
Properties=species:S:1:pos:R:3 method="wB97M-V/def2-TZVPD" homo_ev=-10.55 fmax_ev_per_a=6.606 mol_weight_g_mol=103.1 total_charge=0 de_lowest_kcal_mol=145.9 lumo_ev=-0.675 gap_ha=0.363 smiles="C[C@@H](C=O)[N+](=O)[O-]" e_tot_ev=-10819.3604
H -0.1897 -1.7652 -1.4302
H 0.9217 -0.2383 -1.4727
O -0.0086 2.2059 0.8613
H 0.9740 -1.3838 -0.0253
O 1.3239 1.6332 -0.6700
N 0.2933 1.4658 -0.0400
H -0.0404 0.4183 1.8806
C -0.6282 -0.2717 1.1811
H -1.6089 0.1626 -0.6826
O -0.9393 -1.4452 1.4087
C -0.4118 0.1579 -0.1676
C 0.3139 -0.9397 -0.8432

9.
12
Properties=species:S:1:pos:R:3 method="wB97M-V/def2-TZVPD" homo_ev=-9.63 fmax_ev_per_a=4.386 mol_weight_g_mol=103.1 total_charge=0 de_lowest_kcal_mol=154.6 lumo_ev=0.235 gap_ha=0.362 smiles="C=C1CO1.O=NO" e_tot_ev=-10818.9838
N 2.2082 -0.8768 1.8197
C -0.5170 0.6943 0.0533
H -1.0839 2.1912 1.5328
O 1.5728 -0.7957 2.8371
H -0.1556 0.5249 2.1722
O -1.6574 0.3577 0.7410
H 2.9812 0.1310 0.4966
H -0.2831 0.0103 -1.8870
O 2.6741 0.2731 1.4116
C 0.1080 0.6241 -1.0866
H 1.0067 1.2472 -1.2070
C -0.7555 1.2007 1.4302

10.
12
Properties=species:S:1:pos:R:3 method="wB97M-V/def2-TZVPD" homo_ev=-10.70 fmax_ev_per_a=4.406 mol_weight_g_mol=103.1 total_charge=0 de_lowest_kcal_mol=160.0 lumo_ev=0.710 gap_ha=0.419 smiles="C=C(C)O[N+](=O)[O-]" e_tot_ev=-10818.7512
H 1.1433 -1.4302 -0.4562
C 0.1878 -1.2928 -0.8436
H -1.8805 1.1361 0.6688
H 0.2253 -0.8609 -1.9407
H -2.3296 -0.6341 0.4477
C -0.4918 -0.1925 -0.2121
H -0.3800 -2.1682 -0.9361
O 2.0270 2.3119 0.8463
N 1.3697 1.3409 0.7797
C -1.6370 0.1152 0.2740
O 0.4755 1.2337 -0.2425
O 1.2901 0.4407 1.6149

11.
12
Properties=species:S:1:pos:R:3 method="wB97M-V/def2-TZVPD" homo_ev=-9.88 fmax_ev_per_a=3.665 mol_weight_g_mol=103.1 total_charge=0 de_lowest_kcal_mol=58.6 lumo_ev=-0.270 gap_ha=0.353 e_tot_ev=-10823.1469
O -0.9079 1.9138 1.3488
C -0.3655 0.7013 1.1900
N -1.1108 0.6395 -1.1683
H -1.1639 0.0091 -1.9744
H 0.0288 -1.9354 -0.8554
H -0.7793 2.1453 2.2873
O 0.2824 0.1426 2.0591
C 0.6419 -1.1990 -0.3376
O 1.6514 -0.6794 -1.1224
H 1.0452 -1.6161 0.5811
H 1.2541 -0.1784 -1.8566
C -0.5763 0.0569 -0.1515

12.
12
Properties=species:S:1:pos:R:3 method="wB97M-V/def2-TZVPD" homo_ev=-9.45 fmax_ev_per_a=0.499 mol_weight_g_mol=103.1 total_charge=0 de_lowest_kcal_mol=94.2 lumo_ev=0.311 gap_ha=0.359 e_tot_ev=-10821.6018
H 2.3226 -0.5292 -0.7519
O -0.2031 1.3927 0.3855
H 1.3668 0.6283 -1.5436
C -1.4304 1.1168 0.6844
H -0.8267 -0.4564 -1.2619
C -0.3140 -0.8617 -0.4039
H -0.2970 -1.9386 -0.2602
N 1.3879 -0.1684 -0.9159
H -2.0285 1.9961 0.9684
O 1.1548 -0.3004 1.4540
C 0.6230 -0.0531 0.3823
O -1.9424 -0.0118 0.6373

13.
12
Properties=species:S:1:pos:R:3 method="wB97M-V/def2-TZVPD" homo_ev=-7.95 fmax_ev_per_a=2.291 mol_weight_g_mol=103.1 total_charge=0 de_lowest_kcal_mol=122.3 lumo_ev=-0.353 gap_ha=0.279 e_tot_ev=-10820.3837
C 1.3169 -0.2142 0.2013
H -2.0808 -0.0800 -1.4146
H -0.2882 -1.5192 0.0319
O 0.0858 1.7642 0.7326
C -1.0715 -0.6211 0.1207
N 2.1852 -0.3339 -0.5730
C 0.2010 0.3997 0.8957
O -1.1372 -0.0606 -1.1951
H 2.8849 -0.5269 -1.2673
O -2.1304 -0.8513 0.7234
H 0.1657 0.1251 1.9466
H -0.1315 1.9183 -0.2022

14.
12
Properties=species:S:1:pos:R:3 method="wB97M-V/def2-TZVPD" homo_ev=-10.09 fmax_ev_per_a=0.613 mol_weight_g_mol=103.1 total_charge=0 de_lowest_kcal_mol=29.6 lumo_ev=0.727 gap_ha=0.397 smiles="NCC(=O)OC=O" e_tot_ev=-10824.4054
H 0.9238 -2.2694 0.0568
N 1.2534 -1.3149 0.0964
O 1.0599 1.8360 0.5443
H 2.1600 -1.3041 0.5488
O -2.2773 0.7986 -0.2200
H -1.8719 0.9829 -2.2170
H -0.7061 -0.8345 0.6698
C 0.4075 0.9206 0.1494
H 0.5029 -0.3204 1.8628
C 0.3082 -0.4497 0.7903
C -1.5499 0.9228 -1.1684
O -0.2105 1.0321 -1.1133

15.
13
Properties=species:S:1:pos:R:3 method="wB97M-V/def2-TZVPD" homo_ev="-5.27 / -2.36" fmax_ev_per_a=4.067 mol_weight_g_mol=134.1 total_charge=-1 de_lowest_kcal_mol=56.2 lumo_ev="3.401 / 1.486" gap_ha="0.319 / 0.141" e_tot_ev=-20113.3524
C -2.0332 0.7484 0.1787
H 0.3446 -0.5254 -0.9441
H 1.9396 -1.5303 -1.0100
H 0.3250 -1.9398 -0.1153
H -0.9799 0.8162 0.3181
O 2.4099 1.7678 1.7319
C 1.1049 -1.2354 -0.3925
N -3.0344 -1.5040 -0.3547
P 1.7176 1.1275 0.5753
H -2.7966 1.5822 0.2751
O 2.0051 1.6386 -0.7972
C -2.5855 -0.4541 -0.1549
O 1.5829 -0.4919 0.6897

16.
13
Properties=species:S:1:pos:R:3 method="wB97M-V/def2-TZVPD" homo_ev=-4.89 fmax_ev_per_a=5.843 mol_weight_g_mol=134.1 total_charge=-1 de_lowest_kcal_mol=14.6 lumo_ev=4.075 gap_ha=0.329 smiles="C[C@@H](NP=O)C(=O)[O-]" e_tot_ev=-20115.1560
O -2.3078 -1.5220 -0.1790
O -0.4649 -2.7738 0.3170
H 1.3138 -2.0977 0.1701
N 1.4393 -1.1627 -0.0926
H 0.4603 0.5959 0.9827
H -0.1045 -0.4405 -1.5315
H -1.3347 0.5567 0.8303
C -0.3386 0.7065 0.3577
H -0.3273 1.5774 -0.4169
C -1.1140 -1.7788 -0.0494
P 2.7354 -0.2391 -0.2983
O 3.9598 -0.9112 0.1855
C -0.1351 -0.5194 -0.5121

17.
13
Properties=species:S:1:pos:R:3 method="wB97M-V/def2-TZVPD" homo_ev=-9.72 fmax_ev_per_a=1.828 mol_weight_g_mol=135.1 total_charge=0 de_lowest_kcal_mol=70.9 lumo_ev=-0.663 gap_ha=0.333 smiles="[H]/N=C(/C=S(=O)=O)OC" e_tot_ev=-21657.1017
O -1.0565 0.7559 -0.0828
H -2.5032 -0.3789 0.8830
H -3.0477 0.9396 -0.1853
C 1.2439 0.7409 -0.0859
C 0.0445 -0.0513 0.0147
H -2.4304 -0.5743 -0.8935
O 2.9840 -1.3181 -0.1703
H 1.2145 1.7973 0.0961
H -0.7826 -1.7974 0.1913
O 3.8254 0.9901 0.0759
N 0.0988 -1.3008 0.1571
S 2.7334 0.0613 0.0667
C -2.3242 0.1358 -0.0669

18.
13
Properties=species:S:1:pos:R:3 method="wB97M-V/def2-TZVPD" homo_ev=-9.73 fmax_ev_per_a=4.244 mol_weight_g_mol=135.1 total_charge=0 de_lowest_kcal_mol=96.1 lumo_ev=0.357 gap_ha=0.371 e_tot_ev=-21656.0112
N -3.2393 -1.0952 1.1050
C -0.2726 -0.4177 -0.2140
O -1.1897 -0.9042 -0.8314
O -3.5578 0.2938 -1.0642
C 1.0980 -1.0417 -0.1339
H 1.3005 -1.3397 -1.1835
H -1.9263 2.0831 -0.3087
S -2.8594 -0.1659 0.1149
H -2.0882 1.7381 1.3624
H 1.0476 -2.0079 0.4087
C -1.6758 1.2941 0.4723
H 1.7453 -0.1810 0.0879
O -0.4155 0.8038 0.3981

19.
13
Properties=species:S:1:pos:R:3 method="wB97M-V/def2-TZVPD" homo_ev="-7.92 / -9.12" fmax_ev_per_a=2.262 mol_weight_g_mol=119.1 total_charge=0 de_lowest_kcal_mol=72.9 lumo_ev="-0.866 / -0.212" gap_ha="0.259 / 0.328" e_tot_ev=-12869.7135
O -1.8596 -0.2814 1.0332
C 1.1176 -1.3094 -0.0160
C -0.4006 0.9417 -0.3377
H -2.1234 -0.4053 0.0870
H 1.2881 1.9310 0.2975
H 0.2837 -2.9991 -0.4259
O 0.0983 -2.1118 -0.0500
O 2.2600 -1.5149 -0.3552
N 0.6128 1.8523 -0.4466
H 0.9448 2.0286 -1.3816
H -0.3387 0.7898 1.9114
C -0.8133 0.5221 0.9847
O -1.0696 0.5565 -1.3006

20.
13
Properties=species:S:1:pos:R:3 method="wB97M-V/def2-TZVPD" homo_ev="-9.73 / -9.19" fmax_ev_per_a=1.219 mol_weight_g_mol=119.1 total_charge=0 de_lowest_kcal_mol=95.3 lumo_ev="-0.923 / -0.006" gap_ha="0.324 / 0.338" e_tot_ev=-12868.7421
O 3.1730 -0.0137 -0.4928
O 3.2902 -1.4205 1.2913
H -3.3828 1.4148 -0.3422
C -2.3469 1.0517 -0.4908
H -2.0490 0.3209 1.3449
N -2.1024 -0.0463 0.3915
C 2.7131 -0.8376 0.4397
O 0.0439 -2.0784 -0.5156
O 0.2916 -0.0464 0.5978
H -2.2633 0.7366 -1.5323
H 4.1496 0.0653 -0.4118
C 0.1896 -1.0767 0.0403
H -1.7068 1.9305 -0.3201